Entry 1:
14
Properties=species:S:1:pos:R:3 method="wB97M-V/def2-TZVPD" total_charge=0 smiles="CB1C=CCN1" spin_multiplicity=1 total_energy_ha=-236.822138 molar_mass_g_mol=80.927 lumo_energy_ha=0.028 relative_energy_kj_mol=29.9
C -2.199 -0.088 -0.010
B -0.620 -0.054 0.147
C 0.379 -1.259 0.466
C 1.645 -0.755 0.321
C 1.616 0.654 -0.310
N 0.122 1.032 -0.299
H -2.716 0.977 0.178
H -2.743 -0.662 0.716
H -2.232 -0.507 -0.999
H 0.174 -2.239 0.821
H 2.555 -1.292 0.565
H 2.019 1.426 0.376
H 2.088 0.886 -1.211
H -0.088 1.882 -0.763

***

Entry 2:
18
Properties=species:S:1:pos:R:3 method="wB97M-V/def2-TZVPD" total_charge=0 smiles=CSC[SiH](C)C spin_multiplicity=1 total_energy_ha=-847.243030 molar_mass_g_mol=120.293 lumo_energy_ha=0.038 relative_energy_kj_mol=175.1
C -3.368 -0.001 1.026
S -1.919 0.442 -0.041
C -0.536 -0.248 0.877
Si 1.392 0.155 0.036
C 1.948 -1.418 -0.871
C 1.338 1.636 -1.182
H -4.106 0.297 0.363
H -3.177 0.313 1.976
H -3.333 -1.133 1.191
H -0.497 0.346 1.836
H -0.654 -1.327 0.998
H 2.378 0.358 1.244
H 1.475 -2.311 -0.579
H 1.875 -1.432 -1.973
H 3.021 -1.487 -0.688
H 2.150 2.312 -0.828
H 1.580 1.282 -2.164
H 0.432 2.217 -1.221

***

Entry 3:
37
Properties=species:S:1:pos:R:3 method="wB97M-V/def2-TZVPD" total_charge=-1 spin_multiplicity=1 total_energy_ha=-2253.337040 molar_mass_g_mol=378.644 lumo_energy_ha=0.082
O 2.917 -2.749 4.722
S 2.080 -2.656 3.396
O 2.870 -3.078 2.134
Cl 1.487 -0.638 3.078
N 0.608 -3.549 3.685
S 0.418 -4.896 2.589
O 0.361 -4.479 1.074
O -0.981 -5.540 2.936
B 1.739 -6.251 2.834
O 2.282 -6.385 4.206
O 2.150 -7.031 1.651
H 2.422 -5.421 4.505
H 2.748 -6.454 1.057
C -1.432 -1.571 -0.864
C -0.113 -1.372 -0.457
C 0.620 -0.299 -0.965
C 0.030 0.580 -1.873
C -1.290 0.383 -2.277
C -2.020 -0.695 -1.776
H -2.001 -2.409 -0.470
H 0.345 -2.053 0.256
H 1.650 -0.148 -0.652
H 0.599 1.419 -2.265
H -1.750 1.069 -2.983
H -3.046 -0.852 -2.095
C -0.318 4.801 -0.781
C 0.099 6.027 -1.297
C -0.637 6.647 -2.306
C -1.798 6.045 -2.793
C -2.217 4.820 -2.274
C -1.476 4.196 -1.271
H 0.258 4.317 0.003
H 1.000 6.500 -0.913
H -0.308 7.599 -2.713
H -2.374 6.530 -3.576
H -3.122 4.351 -2.652
H -1.800 3.239 -0.871

***

Entry 4:
14
Properties=species:S:1:pos:R:3 method="wB97M-V/def2-TZVPD" total_charge=0 spin_multiplicity=1 total_energy_ha=-324.534720 molar_mass_g_mol=97.117 lumo_energy_ha=0.034 relative_energy_kj_mol=498.2
C -1.685 -0.955 0.736
C -1.606 0.043 -0.123
C -0.474 1.002 -0.331
C 0.774 0.827 0.395
C 1.753 0.062 0.066
N 2.373 -0.701 -0.902
O 2.959 -0.310 0.410
H -2.384 -1.790 0.555
H -0.826 -1.204 1.348
H -2.287 0.237 -0.968
H -0.463 0.975 -1.456
H -0.784 2.072 -0.287
H 0.805 1.252 1.356
H 1.844 -1.511 -0.799

***

Entry 5:
70
Properties=species:S:1:pos:R:3 method="wB97M-V/def2-TZVPD" total_charge=+1 spin_multiplicity=1 total_energy_ha=-1328.959931 molar_mass_g_mol=432.632 lumo_energy_ha=-0.120 relative_energy_kj_mol=210.0
C 2.170 -3.578 3.215
N 1.317 -2.690 2.467
C -0.038 -2.702 2.650
O -0.671 -3.501 3.334
C -0.620 -1.550 1.869
C -1.389 -0.556 2.745
C -0.504 0.000 3.829
C -0.262 -0.756 4.981
C 0.605 -0.287 5.971
C 1.207 0.971 5.831
C 0.924 1.754 4.707
C 0.061 1.275 3.714
N 0.582 -0.973 1.240
C 0.488 0.063 0.366
C 1.538 0.824 -0.088
C 1.501 1.549 -1.318
C 2.680 2.410 -1.643
C 2.588 3.604 -2.400
C 3.722 4.347 -2.708
C 4.984 3.973 -2.226
C 5.098 2.810 -1.466
C 3.962 2.034 -1.189
C 1.835 -1.570 1.712
C 2.677 -0.638 2.614
C 4.108 -1.161 2.493
C 4.175 -2.055 1.232
C 2.791 -2.057 0.589
H 1.569 -4.462 3.494
H 3.025 -3.879 2.593
H 2.557 -3.096 4.136
H -1.297 -1.975 1.104
H -1.800 0.241 2.120
H -2.220 -1.112 3.199
H -0.766 -1.722 5.099
H 0.799 -0.910 6.848
H 1.877 1.337 6.609
H 1.371 2.745 4.589
H -0.180 1.889 2.837
H -0.498 0.290 -0.034
H 2.457 0.745 0.522
H 1.011 1.017 -2.288
H 1.629 3.978 -2.745
H 3.597 5.256 -3.311
H 5.851 4.571 -2.484
H 6.047 2.506 -1.073
H 4.113 1.085 -0.653
H 2.595 0.397 2.268
H 2.276 -0.655 3.637
H 4.825 -0.330 2.420
H 4.361 -1.743 3.390
H 4.931 -1.673 0.537
H 4.467 -3.074 1.512
H 2.467 -3.045 0.232
H 2.755 -1.356 -0.249
C -4.223 2.883 -4.404
C -3.489 2.356 -3.137
C -2.010 2.687 -3.147
C -1.345 2.107 -1.901
N 0.051 2.553 -1.901
H -5.277 2.574 -4.315
H -4.151 3.992 -4.428
H -3.771 2.426 -5.316
H -3.926 2.788 -2.221
H -3.565 1.258 -3.073
H -1.539 2.286 -4.056
H -1.885 3.791 -3.203
H -1.745 2.522 -0.974
H -1.436 1.004 -1.896
H 0.257 3.031 -2.778
H 0.331 3.135 -1.111

***

Entry 6:
15
Properties=species:S:1:pos:R:3 method="wB97M-V/def2-TZVPD" total_charge=0 smiles=O.O.O.O.O spin_multiplicity=1 total_energy_ha=-382.185414 molar_mass_g_mol=90.075 lumo_energy_ha=0.012 relative_energy_kj_mol=101.8
O 0.959 -2.177 -1.332
H 1.912 -2.286 -1.255
H 0.770 -1.309 -0.934
O -0.370 -2.021 2.806
H -0.561 -1.136 3.139
H 0.575 -2.138 2.956
O -0.561 -0.163 -0.217
H -1.091 0.599 0.062
H -0.762 -0.858 0.431
O -0.863 2.487 0.721
H -0.770 3.409 0.980
H -0.397 2.415 -0.125
O 0.771 0.994 -2.443
H 0.133 0.534 -1.867
H 0.254 1.651 -2.922

***

Entry 7:
206
Properties=species:S:1:pos:R:3 method="wB97M-V/def2-TZVPD" total_charge=+7 spin_multiplicity=1 total_energy_ha=-8451.630564 molar_mass_g_mol=1211.512 lumo_energy_ha=-0.511
C -0.202 -3.930 -4.048
C 0.842 -4.318 -5.079
C 0.270 -4.573 -6.530
C -0.119 -3.287 -7.207
C 1.142 -2.410 -7.408
C 1.730 -1.975 -6.093
N 1.782 -3.104 -5.119
O 2.795 -3.106 -4.404
C 0.871 -0.895 -5.425
C 3.180 -1.440 -6.460
C 1.686 -5.469 -4.617
H -0.672 -4.871 -3.723
H -0.927 -3.201 -4.393
H 0.353 -3.513 -3.200
H -0.633 -5.114 -6.299
H 0.903 -5.277 -7.073
H -0.879 -2.780 -6.588
H -0.540 -3.519 -8.195
H 0.897 -1.538 -7.952
H 1.838 -3.087 -7.879
H 1.310 -0.599 -4.429
H -0.191 -1.065 -5.392
H 0.921 -0.031 -6.072
H 3.001 -0.685 -7.195
H 3.845 -2.197 -6.880
H 3.742 -0.954 -5.672
H 1.051 -6.341 -4.740
H 2.036 -5.372 -3.592
H 2.530 -5.673 -5.243
C -4.987 7.844 2.884
C -3.721 7.255 3.472
C -3.019 6.585 2.263
C -1.501 6.392 2.560
C -0.922 7.772 2.633
C -1.399 8.619 3.876
N -2.892 8.411 4.044
O -3.596 9.423 4.531
C -1.074 10.167 3.563
C -0.887 8.264 5.273
C -3.964 6.394 4.693
H -5.413 6.930 2.387
H -4.807 8.560 2.103
H -5.723 8.237 3.598
H -3.122 7.164 1.346
H -3.518 5.608 2.133
H -1.038 5.908 1.744
H -1.475 5.975 3.582
H -1.159 8.415 1.792
H 0.154 7.696 2.801
H -0.955 10.808 4.445
H -1.684 10.614 2.782
H -0.078 10.101 3.142
H -0.941 7.220 5.579
H -1.500 8.846 6.003
H 0.094 8.739 5.327
H -4.968 5.942 4.600
H -4.000 6.859 5.704
H -3.273 5.548 4.758
C 4.418 2.349 -1.597
C 5.001 2.814 -2.965
C 4.579 1.852 -4.080
C 4.845 2.441 -5.459
C 3.973 3.590 -5.683
C 4.312 4.740 -4.709
N 4.327 4.133 -3.290
O 3.655 4.695 -2.449
C 3.186 5.752 -4.704
C 5.644 5.420 -4.996
C 6.503 3.111 -2.871
H 4.792 2.870 -0.726
H 4.767 1.305 -1.539
H 3.266 2.347 -1.566
H 3.493 1.640 -3.963
H 5.152 0.900 -4.019
H 4.838 1.645 -6.209
H 5.883 2.721 -5.591
H 2.901 3.384 -5.626
H 4.080 3.985 -6.701
H 3.449 6.732 -4.306
H 2.215 5.449 -4.324
H 3.165 5.970 -5.761
H 5.879 6.157 -4.266
H 5.482 6.034 -5.879
H 6.420 4.674 -5.105
H 6.714 4.061 -2.383
H 7.073 3.093 -3.814
H 6.901 2.352 -2.238
C -0.309 -0.923 1.892
N -0.289 -0.002 0.731
C -0.973 1.317 1.106
C 1.152 0.357 0.537
C -1.053 -0.497 -0.477
C -0.837 -1.957 -0.894
O 0.435 -2.253 -1.203
H -1.332 -1.175 2.140
H 0.078 -0.391 2.753
H 0.342 -1.736 1.631
H -0.482 1.694 1.972
H -2.065 1.155 1.217
H -0.748 2.002 0.283
H 1.451 0.858 1.489
H 1.324 0.967 -0.345
H 1.755 -0.517 0.408
H -0.644 0.074 -1.310
H -2.119 -0.360 -0.263
H -1.600 -2.075 -1.687
H -1.185 -2.555 -0.061
H 0.552 -3.200 -1.025
C 4.125 -6.922 0.245
N 3.883 -5.780 1.169
C 2.815 -6.213 2.103
C 5.127 -5.570 2.006
C 3.528 -4.526 0.396
C 4.650 -3.677 -0.207
O 5.376 -4.432 -1.133
H 4.086 -7.813 0.860
H 5.079 -6.705 -0.192
H 3.299 -7.000 -0.479
H 2.672 -5.431 2.861
H 3.096 -7.101 2.634
H 1.894 -6.273 1.530
H 6.008 -5.714 1.389
H 5.126 -6.317 2.794
H 5.131 -4.557 2.412
H 2.991 -3.818 1.074
H 2.840 -4.794 -0.411
H 5.267 -3.280 0.608
H 4.131 -2.876 -0.693
H 5.958 -3.848 -1.643
C -5.193 -6.033 0.217
N -4.924 -6.927 -0.967
C -6.170 -7.618 -1.314
C -4.451 -6.079 -2.089
C -3.788 -7.889 -0.667
C -3.104 -8.626 -1.774
O -3.934 -9.074 -2.789
H -6.176 -5.537 0.196
H -4.321 -5.387 0.352
H -5.279 -6.668 1.104
H -6.918 -6.892 -1.644
H -6.556 -8.092 -0.386
H -5.974 -8.341 -2.112
H -5.182 -5.279 -2.259
H -4.333 -6.742 -2.958
H -3.439 -5.728 -1.827
H -4.240 -8.659 -0.027
H -3.008 -7.322 -0.135
H -2.493 -9.430 -1.355
H -2.386 -7.929 -2.191
H -3.920 -9.998 -2.979
C -0.262 -2.614 7.561
C -1.370 -2.976 6.550
C -0.730 -3.772 5.354
O -1.761 -4.278 4.526
C -1.283 -5.144 3.482
N -2.478 -3.915 7.140
H -3.065 -3.329 7.743
H -3.105 -4.245 6.456
H -2.101 -4.703 7.710
H -0.581 -1.846 8.243
H 0.635 -2.237 7.068
H 0.090 -3.441 8.154
H -1.872 -2.181 5.979
H -0.032 -4.562 5.690
H -0.131 -3.089 4.680
H -0.681 -4.604 2.730
H -2.161 -5.413 2.909
H -0.737 -6.041 3.810
C -8.688 2.312 0.291
C -7.587 2.004 -0.736
C -6.332 1.521 -0.020
O -5.277 1.260 -0.960
C -4.443 2.412 -1.154
N -7.941 0.885 -1.741
H -8.468 1.276 -2.502
H -7.097 0.419 -2.033
H -8.505 0.156 -1.283
H -8.357 2.988 1.098
H -9.062 1.411 0.717
H -9.488 2.789 -0.288
H -7.325 2.850 -1.380
H -6.582 0.521 0.372
H -6.033 2.186 0.808
H -3.605 2.178 -1.790
H -4.071 2.855 -0.214
H -5.035 3.164 -1.690
C 5.103 4.691 5.419
C 3.569 4.568 5.803
C 2.606 4.393 4.620
O 2.676 3.110 4.027
C 2.678 3.246 2.623
N 3.454 3.345 6.745
H 4.129 3.428 7.509
H 2.556 3.301 7.195
H 3.675 2.493 6.240
H 5.361 3.805 4.818
H 5.701 4.787 6.328
H 5.317 5.525 4.715
H 3.248 5.338 6.512
H 2.766 5.246 3.939
H 1.574 4.438 5.086
H 3.406 3.935 2.185
H 1.696 3.637 2.307
H 2.824 2.317 2.050
Br -0.234 -5.308 -0.193
Br 0.567 2.831 -1.713

***

Entry 8:
93
Properties=species:S:1:pos:R:3 method="wB97M-V/def2-TZVPD" total_charge=-2 spin_multiplicity=1 total_energy_ha=-8371.982736 molar_mass_g_mol=1084.134 lumo_energy_ha=0.134 relative_energy_kj_mol=27.7
Cs -1.092 1.260 -0.336
Cl -2.958 -6.329 -2.244
C -2.054 -4.848 -2.043
C -2.619 -3.824 -1.302
C -1.948 -2.605 -1.088
N -2.395 -1.559 -0.309
C -3.702 -1.444 -0.068
O -4.661 -2.077 -0.545
C -4.073 -0.347 0.940
C -5.416 0.013 1.040
C -5.791 0.982 1.953
C -4.814 1.558 2.753
C -3.504 1.139 2.586
N -3.131 0.219 1.697
C -0.661 -2.482 -1.689
C -0.124 -3.509 -2.451
C -0.811 -4.700 -2.631
Cl -0.091 -5.948 -3.613
N -0.015 -1.244 -1.570
C 1.165 -1.089 -1.141
O 1.615 0.153 -1.003
C 2.124 -2.188 -0.778
C 3.069 -2.606 -1.710
C 3.959 -3.599 -1.345
C 3.876 -4.130 -0.066
C 2.904 -3.638 0.790
N 2.041 -2.683 0.453
H -3.604 -3.952 -0.886
H -6.120 -0.489 0.392
H -6.828 1.285 2.039
H -5.045 2.318 3.487
H -2.710 1.578 3.184
H 0.824 -3.371 -2.948
H 3.087 -2.163 -2.698
H 4.701 -3.956 -2.048
H 4.549 -4.911 0.263
H 2.810 -4.026 1.799
F -0.038 2.039 7.139
C -0.106 2.646 5.911
F -1.302 3.267 5.898
F 0.832 3.609 5.949
C 0.079 1.658 4.802
C 0.228 0.320 5.126
C 0.387 -0.628 4.128
C 0.400 -0.161 2.823
N 0.276 1.114 2.489
C 0.081 2.072 3.433
S -0.178 3.679 2.906
H 0.212 0.018 6.165
H 0.480 -1.683 4.348
H 0.512 -0.858 1.995
Br 1.555 -1.855 -5.827
C 1.737 -0.001 -5.420
C 2.649 0.749 -6.146
C 2.779 2.098 -5.845
C 2.029 2.664 -4.826
C 1.121 1.899 -4.103
C 0.957 0.551 -4.418
C 0.347 2.507 -2.929
O -0.892 2.453 -2.978
O 1.080 2.957 -2.019
H 3.239 0.287 -6.926
H 3.484 2.701 -6.406
H 2.154 3.707 -4.560
H 0.234 -0.041 -3.871
C 5.820 3.442 -3.859
C 6.137 1.972 -3.603
C 5.551 1.457 -2.288
C 4.026 1.400 -2.295
Ge 3.252 0.856 -0.590
C 2.990 2.284 0.709
C 3.463 3.648 0.200
C 3.267 4.758 1.231
C 4.130 4.602 2.478
H 6.269 3.790 -4.793
H 6.203 4.068 -3.049
H 4.744 3.609 -3.924
H 7.223 1.833 -3.598
H 5.742 1.365 -4.425
H 5.907 2.098 -1.471
H 5.950 0.458 -2.084
H 3.683 0.727 -3.085
H 3.575 2.371 -2.503
H 4.086 -0.322 -0.022
H 3.519 2.004 1.626
H 1.931 2.316 0.979
H 2.897 3.888 -0.699
H 4.526 3.606 -0.078
H 2.216 4.772 1.531
H 3.488 5.720 0.755
H 3.867 3.697 3.029
H 3.990 5.442 3.161
H 5.194 4.547 2.220